The following is a quantum chemistry calculation of the ion C2HN6S with charge -1 at a distorted geometry, from the OMol25 dataset.

Last column: Löwdin spin population.
Geometry (Å):
C1 -0.690 0.713 0.801  -0.004
C2 1.528 -1.359 -1.232  0.024
N1 -0.180 0.015 -0.138  0.245
N2 -0.652 1.619 1.540  0.184
N3 2.587 -1.440 -0.796  0.102
N4 -0.708 -0.557 -1.237  0.364
N5 -0.705 2.210 2.630  0.392
N6 0.263 -1.356 -1.685  0.279
S1 0.085 -2.562 -2.808  0.392
H1 -1.529 2.716 2.925  0.020

Output
* charge: -1
* E: -21860.1036 eV
* spin multiplicity: 3



The following is a quantum chemistry calculation of an isolated molecule of C2HNO2S2 at a distorted geometry, from the OMol25 dataset.

Last column: Löwdin charge in e.
Geometry (Å):
C1 0.428 -0.865 -0.300  -0.766
C2 -0.504 0.939 0.474  -0.891
H1 1.200 -2.968 -0.682  -0.089
N1 -0.238 -1.297 0.705  0.102
O1 -0.888 -0.153 1.174  -0.040
O2 0.357 0.463 -0.511  0.015
S1 1.272 -1.864 -1.465  0.882
S2 -0.949 2.434 0.802  0.787

Output
* relative energy (zero: lowest compared OMol25 entry of this formula, charge and spin): 134.2 kJ/mol
* E: -29343.6378 eV
* spin multiplicity: 1



The following is a quantum chemistry calculation of a cluster of 2 separate species, C2HNO3 in total at a distorted geometry, from the OMol25 dataset.

Last column: Löwdin charge in e.
Geometry (Å):
C1 1.818 1.352 0.273  -0.319
C2 0.430 -0.086 1.735  -0.863
N1 1.696 0.791 1.470  0.137
O1 -0.452 0.482 2.291  -0.014
O2 2.095 1.962 -0.674  0.102
O3 0.487 -1.249 1.384  -0.043
H1 -6.075 -3.252 -6.479  -1.000

Output
* relative energy (zero: lowest compared OMol25 entry of this formula, charge and spin): 133.9 kJ/mol
* charge: -2
* E: -9720.2539 eV
* spin multiplicity: 1